P:
Entry from the Open Molecules 2025 dataset: a 2-piece molecular cluster, C4H12N2S overall (wB97M-V/def2-TZVPD).

Summary:
2S+1: 1
frontier orbital gap: 0.2220 hartree
net charge: 0

Last column: natural (NBO) charge in e.
CARTESIAN COORDINATES (ANGSTROEM)
C: 0.819 -2.063 1.671  -0.43
C: -0.898 -0.495 2.176  0.09
N: -0.248 -1.150 1.318  -0.43
H: 1.747 -1.541 1.456  0.24
H: 0.763 -2.951 1.057  0.22
H: 0.748 -2.323 2.724  0.21
H: -0.716 -0.665 3.234  0.18
H: -1.585 0.264 1.826  0.24
H: -0.363 -0.809 0.220  0.48
C: 0.486 -0.087 -1.985  -0.22
C: 0.374 1.406 -1.726  -0.54
S: 0.075 1.829 0.012  -0.70
N: -0.623 -0.829 -1.305  -0.84
H: 1.430 -0.489 -1.615  0.18
H: 0.423 -0.287 -3.060  0.17
H: -0.418 1.796 -2.366  0.18
H: 1.295 1.884 -2.056  0.21
H: -0.746 -1.719 -1.778  0.37
H: -1.476 -0.295 -1.461  0.39

---

Q:
Entry from the Open Molecules 2025 dataset: one molecule with the formula C4H12N2S (wB97M-V/def2-TZVPD).

Summary:
2S+1: 1
frontier orbital gap: 0.3473 hartree
SMILES: C[C@H](CS)NCN
net charge: 0

Last column: natural (NBO) charge in e.
CARTESIAN COORDINATES (ANGSTROEM)
C: -1.132 -1.465 -0.503  -0.64
C: -0.208 -0.616 0.403  -0.06
C: -0.826 -0.530 1.803  -0.50
S: -0.046 0.532 3.067  -0.04
N: 0.096 0.721 -0.057  -0.63
C: 1.180 0.744 -1.046  -0.02
N: 0.996 1.727 -2.092  -0.87
H: -0.480 -2.256 -0.844  0.22
H: -2.063 -1.835 -0.079  0.22
H: -1.465 -0.858 -1.349  0.22
H: 0.757 -1.103 0.559  0.19
H: -1.820 -0.089 1.718  0.21
H: -0.977 -1.497 2.281  0.22
H: 1.204 0.097 2.870  0.11
H: -0.710 1.224 -0.407  0.35
H: 2.101 0.931 -0.482  0.15
H: 1.242 -0.233 -1.507  0.14
H: 1.891 2.107 -2.345  0.37
H: 0.259 2.400 -1.990  0.37

---

R:
Entry from the Open Molecules 2025 dataset: one molecule with the formula C4H12N2S (wB97M-V/def2-TZVPD).

Summary:
2S+1: 1
frontier orbital gap: 0.3623 hartree
SMILES: NCCNCCS
net charge: 0

Last column: natural (NBO) charge in e.
CARTESIAN COORDINATES (ANGSTROEM)
N: -2.147 -1.193 1.027  -0.84
C: -2.146 -0.408 -0.206  -0.22
C: -1.214 0.783 -0.028  -0.22
N: 0.159 0.305 0.252  -0.66
C: 1.216 0.928 -0.520  -0.23
C: 2.424 0.008 -0.629  -0.52
S: 3.317 -0.244 0.927  -0.05
H: -1.282 -1.727 1.083  0.36
H: -2.875 -1.898 1.036  0.36
H: -3.160 -0.006 -0.306  0.18
H: -1.932 -0.947 -1.122  0.17
H: -1.191 1.327 -0.974  0.19
H: -1.572 1.350 0.830  0.19
H: 0.331 0.448 1.240  0.37
H: 0.873 1.128 -1.528  0.19
H: 1.547 1.872 -0.115  0.17
H: 3.145 0.327 -1.385  0.22
H: 2.085 -0.959 -1.021  0.22
H: 2.424 -1.095 1.439  0.12

---

Order of stability, best first: R, Q, P

---

P:
Entry from the Open Molecules 2025 dataset: one molecule with the formula C4H12N2S (wB97M-V/def2-TZVPD).

Summary:
2S+1: 1
frontier orbital gap: 0.3376 hartree
SMILES: NCNCCCS
net charge: 0

Last column: natural (NBO) charge in e.
CARTESIAN COORDINATES (ANGSTROEM)
N: -2.426 -1.000 -1.163  -0.82
C: -1.794 -1.531 0.061  -0.05
N: -0.470 -1.074 0.341  -0.68
C: -0.149 -0.118 1.352  -0.21
C: -0.177 1.330 0.866  -0.42
C: 0.868 1.656 -0.221  -0.52
S: 2.194 0.453 -0.538  -0.05
H: -1.750 -1.127 -1.913  0.34
H: -2.434 0.015 -1.065  0.34
H: -1.799 -2.618 -0.063  0.18
H: -2.450 -1.244 0.884  0.17
H: 0.242 -1.701 0.009  0.39
H: 0.824 -0.317 1.792  0.21
H: -0.844 -0.206 2.191  0.18
H: -0.089 1.997 1.723  0.20
H: -1.139 1.508 0.401  0.20
H: 1.341 2.598 0.035  0.22
H: 0.353 1.753 -1.165  0.22
H: 3.114 1.008 0.235  0.12

---

Q:
Entry from the Open Molecules 2025 dataset: one molecule with the formula C4H12N2S (wB97M-V/def2-TZVPD).

Summary:
2S+1: 1
frontier orbital gap: 0.3619 hartree
SMILES: NCNCCCS
net charge: 0

Last column: natural (NBO) charge in e.
CARTESIAN COORDINATES (ANGSTROEM)
N: -0.304 1.691 2.537  -0.86
C: 0.138 0.350 2.243  -0.05
N: -0.408 -0.090 0.947  -0.65
C: 0.618 -0.585 0.026  -0.21
C: -0.013 -1.196 -1.231  -0.43
C: -0.601 -0.126 -2.137  -0.51
S: 0.538 0.431 -3.452  -0.05
H: -1.232 1.725 2.927  0.36
H: 0.351 2.224 3.085  0.37
H: 1.235 0.339 2.193  0.17
H: -0.222 -0.365 2.987  0.16
H: -0.835 0.737 0.542  0.36
H: 1.303 0.208 -0.284  0.17
H: 1.183 -1.349 0.564  0.19
H: 0.785 -1.708 -1.772  0.21
H: -0.803 -1.883 -0.901  0.22
H: -1.521 -0.423 -2.644  0.22
H: -0.878 0.799 -1.630  0.21
H: 0.665 -0.780 -3.998  0.11

---

Order of stability, best first: Q, P